(1)
Computed, not measured: a 4-piece molecular cluster, C39H72INO12 overall at a distorted geometry, with ωB97M-V/def2-TZVPD.

## Properties
LUMO level ... 0.23 eV
Highest occupied orbital energy ... -8.3 eV
SMILES string ... CCCCCCCCCCCCCCCCCCN(I)C[C@H](CCCCOC(C)=O)OC.C[C@@H]1COC(=O)O1.C[C@@H]1COC(=O)O1.C[C@@H]1COC(=O)O1
E ... -2784.54428 Ha

```
! wB97M-V def2-TZVPD RIJCOSX def2/J DEFGRID3
* xyz 0 1
C -9.906 2.078 2.586
C -10.045 0.550 2.539
C -11.501 0.150 2.262
C -11.765 -1.311 1.810
C -10.534 -2.096 1.358
C -9.992 -1.615 0.001
C -8.484 -1.854 -0.182
C -7.792 -0.832 -1.109
C -6.579 -0.172 -0.441
C -5.957 0.963 -1.283
C -4.579 0.649 -1.912
C -3.459 1.604 -1.477
C -2.666 1.116 -0.255
C -1.884 2.254 0.415
C -0.540 2.561 -0.279
C 0.727 2.330 0.544
C 0.811 3.236 1.786
C 1.343 2.579 3.046
N 0.590 1.397 3.507
I -1.194 2.048 4.359
C 1.371 0.662 4.528
C 1.624 -0.792 4.104
C 1.212 -1.804 5.186
C 0.693 -3.158 4.688
C -0.481 -3.060 3.682
C -1.689 -3.813 4.218
O -2.683 -4.119 3.222
C -2.882 -3.169 2.259
C -2.739 -3.718 0.866
O -3.129 -2.014 2.526
O 3.024 -0.855 3.815
C 3.463 -2.075 3.265
H -10.788 2.534 3.043
H -9.838 2.474 1.568
H -9.006 2.390 3.119
H -9.371 0.174 1.767
H -9.736 0.150 3.509
H -11.946 0.860 1.556
H -12.040 0.308 3.203
H -12.263 -1.851 2.621
H -12.481 -1.301 0.980
H -10.821 -3.149 1.257
H -9.747 -2.072 2.117
H -10.189 -0.541 -0.096
H -10.533 -2.140 -0.793
H -7.995 -1.832 0.799
H -8.335 -2.861 -0.583
H -7.422 -1.356 -1.998
H -8.498 -0.062 -1.437
H -6.873 0.196 0.548
H -5.824 -0.951 -0.294
H -5.840 1.845 -0.645
H -6.661 1.252 -2.069
H -4.284 -0.378 -1.665
H -4.671 0.675 -3.003
H -2.759 1.728 -2.311
H -3.873 2.598 -1.271
H -3.358 0.668 0.466
H -1.965 0.350 -0.608
H -2.507 3.155 0.388
H -1.721 2.023 1.472
H -0.526 3.618 -0.575
H -0.478 1.993 -1.216
H 0.874 1.275 0.799
H 1.563 2.620 -0.098
H 1.537 4.032 1.580
H -0.148 3.732 1.977
H 1.392 3.343 3.838
H 2.371 2.243 2.865
H 2.351 1.135 4.649
H 0.890 0.689 5.506
H 1.074 -0.959 3.167
H 2.110 -1.983 5.792
H 0.459 -1.366 5.848
H 0.370 -3.750 5.552
H 1.506 -3.726 4.232
H -0.751 -2.010 3.552
H -0.175 -3.476 2.716
H -1.400 -4.780 4.630
H -2.162 -3.223 5.010
H -2.965 -4.784 0.846
H -1.688 -3.598 0.580
H -3.361 -3.164 0.165
H 4.442 -1.894 2.820
H 3.565 -2.857 4.029
H 2.771 -2.435 2.491
C 4.766 1.677 -4.179
C 4.459 2.924 -3.394
C 5.666 3.697 -2.899
O 5.172 4.294 -1.691
C 4.169 3.519 -1.225
O 3.669 3.631 -0.150
O 3.806 2.605 -2.148
H 3.847 1.205 -4.524
H 5.376 1.923 -5.050
H 5.307 0.964 -3.560
H 3.785 3.582 -3.951
H 5.998 4.475 -3.582
H 6.495 3.033 -2.649
C 7.734 -3.414 -3.913
C 8.361 -2.138 -3.418
C 8.869 -2.174 -1.990
O 8.721 -0.807 -1.580
C 7.737 -0.255 -2.326
O 7.256 0.816 -2.124
O 7.389 -1.073 -3.337
H 7.421 -3.310 -4.951
H 8.452 -4.232 -3.848
H 6.854 -3.663 -3.318
H 9.146 -1.802 -4.096
H 9.911 -2.469 -1.899
H 8.250 -2.804 -1.347
C 11.987 2.671 -4.580
C 10.983 1.549 -4.568
C 11.542 0.167 -4.853
O 10.431 -0.489 -5.476
C 9.650 0.466 -6.054
O 8.759 0.237 -6.803
O 10.038 1.692 -5.647
H 11.510 3.619 -4.339
H 12.769 2.480 -3.845
H 12.441 2.762 -5.568
H 10.413 1.546 -3.634
H 11.837 -0.377 -3.959
H 12.375 0.195 -5.560
*
```

Mulliken population analysis, charges in e, atoms 1 to 6:
1 C -1.468
2 C 0.634
3 C -0.800
4 C -0.873
5 C -0.804
6 C -0.869


(2)
Computed, not measured: a 3-piece molecular cluster, C39H72N3O4P overall at a distorted geometry, with ωB97M-V/def2-TZVPD.

## Properties
LUMO level (spin up / spin down) ... -0.02 / -0.23 eV
Expectation value of S² ... 3.01
Energy relative to the best compared isomer or geometry (same formula, charge and spin) ... 0.0 kcal per mole
Highest occupied orbital energy (spin up / spin down) ... -7.8 / -8.4 eV
E ... -2335.35006 Ha

```
! wB97M-V def2-TZVPD RIJCOSX def2/J DEFGRID3
* xyz 0 3
C 3.600 4.409 2.965
C 2.849 4.203 1.715
C 1.296 4.488 1.677
P 0.507 3.336 0.407
C -1.263 3.521 -0.289
C -0.292 2.320 1.856
C -1.469 3.092 2.588
O -2.137 2.469 3.386
C 1.403 1.773 -0.109
C 1.060 1.268 -1.578
C 2.162 0.222 -1.982
C 1.969 -0.378 -3.425
C 2.598 0.479 -4.589
C 4.079 0.929 -4.330
C 5.123 -0.252 -4.266
C 6.480 0.217 -3.591
C 6.330 0.532 -2.061
O 7.643 0.720 -1.501
C 7.565 1.325 -0.204
C 1.271 4.425 -0.970
C 0.531 5.674 -1.327
C 1.193 6.460 -2.364
C 2.425 6.089 -3.031
N 3.085 4.959 -2.688
C 2.509 4.223 -1.705
H 3.775 3.477 3.567
H 4.002 5.400 3.265
H 3.424 3.807 0.850
H 0.951 4.353 2.731
H 1.162 5.575 1.399
H -1.879 2.600 -0.089
H -1.161 3.546 -1.412
H -1.764 4.449 0.077
H 0.516 2.070 2.597
H -0.793 1.392 1.455
H -1.709 4.177 2.383
H 1.134 0.910 0.561
H 2.512 1.908 0.052
H 0.924 2.094 -2.317
H 0.092 0.695 -1.472
H 2.151 -0.633 -1.251
H 3.157 0.731 -1.833
H 2.404 -1.415 -3.403
H 0.863 -0.472 -3.602
H 2.608 -0.169 -5.505
H 1.971 1.384 -4.783
H 4.380 1.575 -5.207
H 4.223 1.565 -3.423
H 4.729 -1.147 -3.721
H 5.399 -0.498 -5.328
H 7.258 -0.589 -3.689
H 6.891 1.145 -4.073
H 5.836 -0.309 -1.500
H 5.789 1.514 -1.958
H 7.319 0.509 0.534
H 6.790 2.142 -0.189
H 8.542 1.821 0.030
H -0.407 5.994 -0.835
H 0.709 7.422 -2.667
H 2.832 6.768 -3.816
H 3.105 3.315 -1.426
C -0.025 -6.900 0.571
C 0.354 -5.745 -0.393
C 1.824 -5.854 -0.852
C 2.848 -5.351 0.157
C 2.483 -3.946 0.623
C 1.057 -3.876 1.192
N 0.034 -4.437 0.254
O -0.151 -3.544 -0.710
C 1.042 -4.619 2.547
C 0.745 -2.419 1.576
C -0.505 -6.035 -1.643
H -0.024 -6.631 1.622
H -1.041 -7.255 0.383
H 0.646 -7.754 0.455
H 1.958 -5.275 -1.773
H 2.058 -6.888 -1.116
H 2.921 -6.041 1.002
H 3.838 -5.332 -0.307
H 3.205 -3.616 1.376
H 2.587 -3.253 -0.220
H 0.029 -4.669 2.956
H 1.659 -4.094 3.280
H 1.448 -5.627 2.498
H 0.851 -1.731 0.734
H 1.430 -2.065 2.349
H -0.270 -2.326 1.971
H -1.570 -5.908 -1.431
H -0.353 -7.065 -1.973
H -0.248 -5.392 -2.487
C -7.348 0.273 -0.035
C -7.575 -0.342 1.372
C -8.012 0.731 2.391
C -6.880 1.585 2.945
C -5.759 0.698 3.475
C -5.247 -0.285 2.411
N -6.349 -1.087 1.788
O -6.717 -2.007 2.670
C -4.470 0.518 1.346
C -4.167 -1.184 3.043
C -8.803 -1.255 1.161
H -6.308 0.459 -0.284
H -7.700 -0.398 -0.822
H -7.882 1.219 -0.149
H -8.502 0.243 3.241
H -8.770 1.383 1.948
H -6.511 2.273 2.179
H -7.259 2.211 3.758
H -4.938 1.327 3.831
H -6.123 0.150 4.351
H -4.153 -0.126 0.521
H -3.566 0.956 1.778
H -5.028 1.359 0.936
H -4.532 -1.727 3.917
H -3.320 -0.584 3.383
H -3.789 -1.909 2.318
H -8.565 -2.095 0.504
H -9.615 -0.691 0.697
H -9.192 -1.656 2.098
*
```

Mulliken population analysis, charges in e, atoms 1 to 6:
1 C -1.094
2 C -0.414
3 C -0.663
4 P 2.038
5 C -1.503
6 C -1.303